Density functional theory data (ωB97M-V/def2-TZVPD) for a cluster of 4 separate species, C4H16O4S2 in total at a distorted geometry.

Computed properties:
E_HOMO (spin up / spin down) ... 0.297 / -5.457 eV
Orbital gap (spin up / spin down) ... 0.087 / 0.297 Ha
Total energy ... -34264.419 eV
LUMO (spin up / spin down) ... 0.0976 / 0.0967 Eh
Max |F| ... 16.0 eV Å⁻¹
<S²> ... 0.751

The geometry in ORCA input format:
```
! RIJCOSX wB97M-V def2-TZVPD def2/J DEFGRID3
* xyz -1 2
C 0.5131 0.6158 -1.5211
C 1.8730 1.0180 -0.7591
O 1.9653 0.5676 0.4924
C -0.7462 1.3746 -1.0515
S -2.4256 0.5239 -1.2454
S -2.5798 -1.2442 -0.3991
C -2.2291 -1.3826 1.4273
H 0.7153 0.8447 -2.5906
H 0.5003 -0.4867 -1.5789
H 2.8282 0.6408 -1.2964
H 1.8760 2.0864 -0.6034
H 1.7796 -0.3500 0.6410
H -0.9227 2.4208 -1.5103
H -0.6030 1.6010 -0.0557
H -2.3647 -0.4047 1.9048
H -2.8980 -2.1129 1.9046
H -1.2811 -1.7908 1.8224
H 2.6014 -3.2753 -1.3814
H 1.4025 -2.6100 -0.6590
O 2.4207 -2.5849 -0.7536
H 3.8123 -0.5174 1.7632
H 4.8501 -0.7997 1.0160
O 4.7327 -0.4731 1.7322
H -0.8463 3.0555 2.5070
H 0.3078 2.2088 2.0479
O -0.1358 2.6478 2.7551
*
```